--- A ---
{
  "formula": "H4O2",
  "method": "wB97M-V/def2-TZVPD",
  "multiplicity": 1,
  "gap_ev": 11.639,
  "charge": 0,
  "smiles": "O.O",
  "species": ["H", "H", "H", "H", "O", "O"],
  "coordinates": [[0.8821, 0.8675, 1.0018], [0.0368, -0.2915, 1.6640], [0.2322, -0.2196, -1.0559], [-1.3654, -0.2609, -1.1030], [0.7610, -0.1705, 0.9951], [-0.5468, 0.0750, -1.5020]]
}

---

--- B ---
{
  "formula": "H4O2",
  "method": "wB97M-V/def2-TZVPD",
  "multiplicity": 1,
  "gap_ev": 12.278,
  "charge": 0,
  "smiles": "O.O",
  "species": ["O", "H", "H", "O", "H", "H"],
  "coordinates": [[-10.0578, 4.7325, -8.3353], [-9.9056, 5.2214, -9.1756], [-9.2171, 4.8331, -7.8340], [-7.2989, 3.8423, -7.6771], [-7.7105, 3.7762, -8.5684], [-7.6182, 3.0451, -7.1967]]
}

---

--- C ---
{
  "formula": "H4O2",
  "method": "wB97M-V/def2-TZVPD",
  "multiplicity": 1,
  "gap_ev": 12.332,
  "charge": 0,
  "smiles": "O.O",
  "species": ["O", "H", "H", "O", "H", "H"],
  "coordinates": [[1.4060, 1.3242, -2.4408], [1.2170, 2.2896, -2.4163], [0.5579, 0.8987, -2.1804], [-1.4496, -1.4140, 2.3816], [-0.7004, -1.0706, 2.9193], [-1.0309, -2.0279, 1.7365]]
}

---

Winner for stability: B

---

--- A ---
{
  "formula": "H4O2",
  "method": "wB97M-V/def2-TZVPD",
  "multiplicity": 1,
  "gap_ev": 11.580,
  "charge": 0,
  "smiles": "O.O",
  "species": ["H", "H", "H", "H", "O", "O"],
  "coordinates": [[-0.5056, 0.0366, -0.0520], [-1.9589, 0.6920, 0.2030], [1.6667, -0.6530, 0.5402], [1.5067, 0.8840, 0.2158], [-1.4459, -0.1085, -0.0168], [1.3573, -0.0115, -0.0966]]
}

---

--- B ---
{
  "formula": "H4O2",
  "method": "wB97M-V/def2-TZVPD",
  "multiplicity": 1,
  "gap_ev": 11.467,
  "charge": 0,
  "smiles": "O.O",
  "species": ["H", "H", "H", "H", "O", "O"],
  "coordinates": [[-1.1019, -1.1844, -0.8725], [-1.3533, 0.2893, -1.4476], [0.3189, 0.2843, 0.7890], [1.7907, 0.2219, 1.4918], [-0.8987, -0.2350, -0.7238], [1.2443, 0.6240, 0.7631]]
}

---

Winner for stability: A

---

--- A ---
{
  "formula": "C4H11N3S",
  "method": "wB97M-V/def2-TZVPD",
  "multiplicity": 1,
  "gap_ev": 9.445,
  "charge": 0,
  "smiles": "C[C@@H](N)C/N=C\\NS",
  "species": ["C", "C", "C", "C", "H", "H", "H", "H", "H", "H", "H", "H", "H", "H", "H", "N", "N", "N", "S"],
  "coordinates": [[0.8102, -0.1089, -3.1922], [1.2309, -0.9376, -1.9978], [0.2451, -0.8013, -0.7831], [-0.0998, 0.8103, 0.8765], [0.7180, 0.9530, -2.9588], [1.5910, -0.0696, -3.9627], [-0.1464, -0.5016, -3.5578], [1.1987, -2.0035, -2.3029], [2.6822, 0.3040, -1.1979], [2.9693, -1.2734, -0.9345], [0.4145, -1.6087, -0.0361], [-0.7293, -0.8662, -1.2550], [0.1211, 1.7200, 1.3888], [-1.2168, -0.9267, 1.1792], [-2.9421, 1.3056, 2.0513], [2.5639, -0.6460, -1.6437], [0.5100, 0.4870, -0.1954], [-1.0487, 0.0205, 1.4902], [-1.9972, 0.6351, 2.7880]]
}

---

--- B ---
{
  "formula": "C4H11N3S",
  "method": "wB97M-V/def2-TZVPD",
  "multiplicity": 1,
  "gap_ev": 8.619,
  "charge": 0,
  "smiles": "C/C(=N/S)[C@@H](N)CN",
  "species": ["C", "C", "C", "C", "H", "H", "H", "H", "H", "H", "H", "H", "H", "H", "H", "N", "N", "N", "S"],
  "coordinates": [[1.1941, 1.8426, 0.0150], [0.3163, 0.7350, -0.6487], [0.4567, -0.6583, -0.0689], [-0.7287, -1.1086, 0.8128], [2.3769, 1.6656, -0.2102], [0.9724, 2.7578, -0.5388], [1.3452, 2.0387, 1.2491], [-1.7092, -0.7826, -1.7356], [0.4895, -1.4139, -0.8928], [1.4634, -0.4814, 1.6526], [2.1396, -1.6288, 0.3837], [-0.7299, -0.6485, 1.8083], [-0.8561, -2.1554, 1.0215], [-2.9249, -0.8951, 0.4064], [-1.9867, 0.5670, 0.4223], [-0.4446, 1.2120, -1.6512], [1.8050, -0.6249, 0.5764], [-2.0168, -0.5654, 0.0929], [-1.1620, 0.1441, -2.6949]]
}

---

--- C ---
{
  "formula": "C4H11N3S",
  "method": "wB97M-V/def2-TZVPD",
  "multiplicity": 1,
  "gap_ev": [6.869, 8.162],
  "charge": 0,
  "species": ["C", "C", "C", "C", "N", "N", "N", "S", "H", "H", "H", "H", "H", "H", "H", "H", "H", "H", "H"],
  "coordinates": [[0.4100, -1.0191, 0.4643], [0.6178, 1.4239, -0.2735], [1.0143, 0.0568, -0.4737], [2.5973, -0.0603, -0.1368], [-2.6118, 0.1585, -1.1314], [-3.0977, 0.3335, 1.2352], [-0.9205, -1.3046, 0.0584], [-1.9519, 0.2329, 0.1876], [1.0020, -1.8618, 0.3799], [0.4177, -0.6418, 1.4670], [0.7624, 1.9191, 0.7229], [0.0114, 2.0962, -0.9310], [0.7613, -0.1498, -1.5328], [2.8081, -1.1642, 0.0310], [2.7887, 0.3658, 0.8938], [3.0661, 0.2846, -1.0771], [-3.6139, 0.3972, -1.1871], [-3.0091, 0.3920, 2.2479], [-1.0521, -1.4590, -0.9445]]
}

---

--- D ---
{
  "formula": "C4H11N3S",
  "method": "wB97M-V/def2-TZVPD",
  "multiplicity": 1,
  "gap_ev": 8.813,
  "charge": 0,
  "species": ["C", "C", "C", "C", "H", "H", "H", "H", "H", "H", "H", "H", "H", "H", "H", "N", "N", "N", "S"],
  "coordinates": [[-2.0419, 1.0400, -0.6003], [-1.5687, -0.0144, 0.4323], [-0.0664, 0.0213, 0.6749], [1.7274, -0.8151, -0.6517], [-1.3670, 1.2416, -1.5922], [-3.2319, 0.5970, -0.8031], [-1.9214, 2.1464, -0.0389], [-2.1662, 0.4771, 1.2688], [-1.3132, -1.6467, -0.5146], [-2.2755, -1.9170, 0.8513], [0.1446, -0.2380, 1.7908], [0.0317, 1.0772, 0.7130], [1.9359, -1.4909, -1.5110], [2.3750, 0.6893, 0.8907], [4.2365, 1.1727, -0.7304], [-2.0626, -1.2167, 0.0811], [0.4248, -0.6744, -0.5658], [2.7696, -0.4860, 0.2601], [4.3693, 0.0365, 0.0446]]
}

---

Winner for stability: A